46
Properties=species:S:1:pos:R:3:mulliken_charge:R:1 method="wB97M-V/def2-TZVPD" total_charge=0 smiles="O=C(Nc1cc2nn(-c3ccccc3)nc2cc1Cl)[C@H]1COc2ccccc2C1" energy_ha=-1678.1016 orbital_gap_ev=7.6
O 0.01 -2.22 -2.15 -0.61
C 0.84 -2.51 -1.31 0.09
N 1.27 -1.60 -0.29 0.25
C 1.07 -0.20 -0.22 -0.47
C -0.17 0.51 -0.54 -0.62
C -0.32 1.92 -0.64 0.48
N -1.40 2.60 -0.98 -0.89
N -0.93 3.89 -0.95 0.77
C -1.75 5.08 -0.92 0.34
C -1.40 6.24 -0.09 -0.10
C -2.17 7.52 -0.08 -0.73
C -3.38 7.43 -0.74 -0.27
C -3.79 6.23 -1.49 -0.54
C -2.97 5.08 -1.46 -0.19
N 0.33 3.88 -0.36 -0.93
C 0.76 2.66 -0.28 1.33
C 1.96 2.09 0.16 -1.51
C 2.11 0.66 0.10 0.72
Cl 3.68 -0.12 0.45 -0.21
C 1.63 -3.89 -1.42 0.00
C 2.95 -3.98 -0.53 -0.92
O 2.71 -4.02 0.92 -0.53
C 1.53 -4.37 1.48 -0.06
C 1.22 -3.93 2.79 -0.34
C -0.03 -3.90 3.39 -0.81
C -1.04 -4.36 2.63 -0.35
C -0.83 -4.78 1.23 -1.04
C 0.43 -4.74 0.67 1.42
C 0.58 -4.99 -0.78 -1.48
H 1.83 -2.04 0.46 0.20
H -1.06 -0.07 -0.73 0.43
H -0.46 6.19 0.52 0.30
H -1.88 8.29 0.53 0.44
H -4.00 8.33 -0.92 0.30
H -4.76 6.12 -1.95 0.34
H -3.28 4.24 -2.08 0.36
H 2.82 2.51 0.38 0.61
H 1.88 -4.06 -2.49 0.49
H 3.62 -3.25 -0.72 0.53
H 3.50 -4.96 -0.80 0.33
H 1.98 -3.62 3.36 0.62
H -0.04 -3.48 4.37 0.43
H -2.08 -4.47 3.05 0.30
H -1.63 -5.21 0.70 0.50
H 0.95 -5.96 -0.94 0.55
H -0.29 -4.72 -1.32 0.47

---

112
Properties=species:S:1:pos:R:3:mulliken_charge:R:1 method="wB97M-V/def2-TZVPD" total_charge=-1 energy_ha=-7981.6297 orbital_gap_ev=9.6
Zn -0.44 3.31 2.12 2.34
C -1.90 -0.97 1.60 0.22
F -1.40 -1.04 2.83 -0.15
F -1.93 -2.21 1.09 -0.17
F -3.15 -0.51 1.61 -0.22
S -0.72 0.17 0.63 0.55
O -0.64 1.39 1.44 0.24
O 0.53 -0.58 0.64 -0.43
O -1.27 0.33 -0.71 -0.58
C 1.43 1.09 5.45 0.57
F 2.46 0.90 6.30 -0.24
F 1.27 0.01 4.68 -0.14
F 0.32 1.30 6.15 -0.22
S 1.86 2.60 4.42 0.71
O 3.07 2.27 3.69 -0.72
O 0.69 2.75 3.54 -0.34
O 2.06 3.71 5.35 -0.70
C -4.59 2.33 3.81 0.54
F -5.57 2.83 4.56 -0.23
F -4.52 1.02 3.94 -0.22
F -4.96 2.61 2.53 -0.24
S -2.97 3.26 4.20 1.19
O -3.37 4.65 4.39 -0.70
O -2.45 2.58 5.35 -0.65
O -2.15 3.22 2.98 -0.82
C -0.51 4.13 -2.56 -0.46
O -1.44 4.98 -1.90 -0.47
P -2.26 4.36 -0.66 -1.12
O -1.33 3.93 0.39 1.63
O -3.30 5.48 -0.26 -0.35
C -4.43 5.75 -1.10 -0.83
O -3.08 3.16 -1.32 -0.23
C -3.87 2.28 -0.53 -0.28
H -0.18 3.36 -1.86 -0.07
H 0.46 4.53 -2.85 0.31
H -0.99 3.62 -3.40 0.43
H -4.64 4.93 -1.77 0.37
H -4.30 6.70 -1.62 0.26
H -5.28 5.84 -0.42 0.27
H -3.64 2.33 0.53 -0.01
H -3.69 1.24 -0.81 0.12
H -4.92 2.44 -0.79 0.37
C 8.06 -1.03 2.00 -0.76
O 6.79 -1.30 1.43 -0.35
P 5.61 -1.98 2.28 0.88
O 5.58 -3.43 2.14 -0.78
O 4.31 -1.15 1.83 0.15
C 3.06 -1.33 2.49 -0.42
O 5.84 -1.50 3.81 -0.41
C 5.65 -0.12 4.12 -0.72
H 8.13 0.05 2.09 0.28
H 8.90 -1.45 1.45 0.29
H 8.19 -1.41 3.01 0.33
H 2.80 -0.37 2.94 -0.10
H 3.09 -2.08 3.29 0.51
H 2.33 -1.66 1.75 0.14
H 4.88 0.03 4.88 0.19
H 5.49 0.57 3.29 0.33
H 6.58 0.22 4.59 0.39
C -2.63 -6.36 -3.26 -0.72
O -2.87 -6.02 -1.91 0.15
P -3.83 -6.91 -1.02 0.73
O -3.54 -8.34 -1.14 -0.74
O -3.69 -6.23 0.42 -0.36
C -3.99 -4.86 0.61 -0.61
O -5.29 -6.43 -1.49 -0.32
C -6.51 -7.00 -1.05 -0.73
H -1.81 -7.07 -3.32 0.29
H -2.42 -5.51 -3.91 0.22
H -3.49 -6.83 -3.75 0.35
H -4.30 -4.32 -0.28 0.34
H -3.15 -4.32 1.06 0.17
H -4.76 -4.82 1.39 0.37
H -6.40 -8.09 -1.10 0.34
H -7.26 -6.81 -1.81 0.24
H -6.81 -6.64 -0.07 0.26
C 1.58 6.21 0.09 -0.42
O 2.45 5.11 -0.16 -0.44
C 2.21 3.92 0.34 0.36
O 1.25 3.58 0.98 -0.28
O 3.18 3.12 0.01 -0.47
C 3.03 1.77 0.44 0.13
H 0.60 5.89 -0.27 0.01
H 1.95 7.09 -0.42 0.25
H 1.50 6.47 1.15 0.29
H 2.93 1.68 1.52 -0.12
H 3.91 1.19 0.16 0.25
H 2.13 1.32 0.02 -0.07
C 0.09 0.18 -3.26 0.11
O 1.01 0.54 -4.31 -0.41
C 1.82 1.56 -4.08 0.73
O 1.96 2.09 -3.01 -0.40
O 2.39 1.90 -5.23 -0.40
C 3.13 3.11 -5.26 -0.65
H 0.58 -0.29 -2.41 0.03
H -0.66 -0.46 -3.70 0.25
H -0.37 1.13 -2.99 -0.10
H 3.66 3.32 -4.33 0.27
H 2.48 3.93 -5.56 0.26
H 3.91 2.96 -6.01 0.27
C -0.56 -3.48 -1.51 -0.09
O -0.21 -4.39 -2.54 -0.26
C 0.43 -3.98 -3.63 0.82
O 0.74 -2.85 -3.87 -0.58
O 0.83 -5.08 -4.28 -0.32
C 1.66 -4.88 -5.39 -0.75
H -0.46 -2.44 -1.82 -0.11
H -0.16 -3.73 -0.54 0.33
H -1.65 -3.55 -1.41 0.14
H 2.41 -4.09 -5.28 0.31
H 1.15 -4.69 -6.34 0.30
H 2.29 -5.75 -5.56 0.28

---

55
Properties=species:S:1:pos:R:3:lowdin_spin:R:1 method="wB97M-V/def2-TZVPD" spin_multiplicity=2 s2=0.7865 total_charge=-1 energy_ha=-24748.1598 orbital_gap_ev="7.3 / 7.9"
O 0.97 -2.54 -0.86 -0.24
V 1.37 -1.81 0.47 1.19
P 0.68 -3.08 3.76 0.00
F 1.38 -1.83 3.03 0.00
F 1.72 -3.29 5.00 0.00
F -0.04 -2.06 4.80 0.00
F -0.19 -4.22 4.53 0.00
F -0.42 -2.98 2.58 0.01
F 1.59 -4.10 2.81 0.00
P 4.47 -2.36 0.90 0.00
F 3.25 -3.26 0.33 0.01
F 4.76 -1.73 -0.55 0.00
F 3.23 -1.34 1.19 0.01
F 5.54 -1.34 1.58 0.00
F 4.20 -2.93 2.44 0.00
F 5.57 -3.51 0.70 0.00
P -0.20 0.61 0.59 0.00
F 0.55 2.02 0.53 0.00
F 1.10 0.03 1.35 0.01
F -0.89 0.85 1.99 0.00
F -0.60 -0.99 0.69 0.01
F -1.48 0.93 -0.34 0.00
F 0.49 0.08 -0.76 0.00
Br -5.70 -1.08 -1.28 0.00
C -4.23 -1.24 -0.06 0.00
C -4.75 -1.96 1.20 0.00
Br -3.57 -1.70 2.75 0.00
H -4.04 -0.24 0.31 0.00
H -3.37 -1.79 -0.43 0.00
H -4.89 -3.03 1.02 0.00
H -5.78 -1.68 1.42 0.00
Br -0.79 2.36 -5.34 0.00
C -0.89 3.17 -3.58 0.00
C 0.50 3.34 -2.92 0.00
Br 1.67 1.81 -3.11 0.00
H -1.56 2.57 -2.97 0.00
H -1.30 4.17 -3.69 0.00
H 0.23 3.56 -1.88 0.00
H 1.06 4.20 -3.27 0.00
Br 1.66 4.86 3.56 0.00
C 2.92 4.14 2.25 0.00
C 2.61 4.68 0.86 0.00
Br 3.91 3.91 -0.42 0.00
H 2.93 3.05 2.18 0.00
H 3.95 4.33 2.55 0.00
H 2.55 5.76 0.74 0.00
H 1.66 4.22 0.60 0.00
Br -3.87 0.81 -4.14 0.00
C -2.58 -0.26 -3.19 0.00
C -2.91 -1.71 -3.65 0.00
Br -1.74 -2.93 -2.51 0.00
H -2.79 -0.37 -2.13 0.00
H -1.54 0.04 -3.34 0.00
H -2.53 -1.95 -4.64 0.00
H -3.89 -2.18 -3.67 0.00

---

34
Properties=species:S:1:pos:R:3:mulliken_charge:R:1 method="wB97M-V/def2-TZVPD" total_charge=-2 energy_ha=-2820.7258 orbital_gap_ev=2.3
Zn 1.88 1.53 -0.48 0.50
C 1.59 4.96 -0.44 0.68
O 0.76 4.11 -0.68 -0.62
O 2.20 5.49 -1.36 -0.67
O 2.50 4.33 0.03 -0.52
C 4.98 1.08 -1.69 0.66
O 5.81 1.97 -1.55 -0.66
O 4.43 0.66 -0.67 -0.66
O 4.07 1.74 -2.30 -0.60
C -0.11 0.70 3.16 0.40
O 0.47 0.40 2.14 -0.49
N -0.49 1.88 3.55 -0.33
N -0.73 -0.17 3.98 -0.45
H -0.34 2.76 3.08 0.26
H -1.16 1.84 4.30 0.11
H -0.72 -1.16 3.78 0.24
H -1.51 0.30 4.41 0.15
C 0.77 -2.63 -1.62 -1.31
C -0.58 -1.85 -1.82 0.28
C -1.70 -2.18 -0.82 -0.69
O -2.93 -1.54 -1.10 -0.35
C -3.92 -1.91 -0.08 -0.68
N -0.33 -0.41 -1.82 -0.52
H 1.61 -2.27 -2.22 0.37
H 0.59 -3.67 -1.92 0.37
H 1.11 -2.55 -0.59 0.29
H -1.11 -1.99 -2.76 0.29
H -1.51 -1.88 0.21 0.29
H -1.76 -3.26 -0.71 0.36
H -4.81 -1.38 -0.42 0.24
H -3.70 -1.59 0.94 0.25
H -3.92 -3.00 -0.02 0.30
H -0.11 -0.20 -2.78 0.24
H -1.29 -0.11 -1.74 0.23